Record 1
C4H11NO3 | ωB97M-V with the def2-TZVPD basis set

Each line ends with the Mulliken charge.
Element x y z (Å)
H1 0.755 1.111 0.791  0.48
O1 0.231 1.952 1.695  -0.89
N1 0.672 0.175 -0.056  -0.40
H2 0.731 2.770 1.682  0.23
H3 0.861 0.576 -0.972  0.37
C1 -0.498 -0.713 -0.072  0.45
H4 -0.580 -1.612 0.706  0.43
C2 -1.565 0.449 0.268  0.40
O2 -2.279 1.173 -0.411  -0.61
O3 -1.755 0.584 1.564  -0.59
H5 -1.291 1.570 1.887  0.42
C3 1.890 -0.740 0.096  -1.00
H6 1.973 -1.310 -0.808  0.38
H7 2.771 -0.089 -0.006  0.38
H8 1.874 -1.284 1.099  0.31
C4 -0.863 -1.031 -1.535  -1.34
H9 -1.817 -0.618 -1.949  0.34
H10 0.013 -0.950 -2.301  0.26
H11 -1.121 -2.012 -1.679  0.41

* charge: 0
* HOMO level: -9.50 eV
* LUMO level: 0.460 eV
* relative energy (zero: lowest compared OMol25 entry of this formula, charge and spin): 393.6 kJ/mol
* E: -439.3760 Ha
* molar mass: 121.1 g mol⁻¹


Record 2
C19H34N2O4 | ωB97M-V with the def2-TZVPD basis set

Each line ends with the Mulliken charge.
Element x y z (Å)
C1 -0.564 4.163 0.474  -1.48
C2 0.079 3.334 -0.700  -0.48
H1 0.726 3.914 -1.353  0.48
H2 -0.544 2.844 -1.329  0.50
O1 0.991 2.567 -0.248  -0.17
C3 2.264 2.925 0.391  0.42
O2 2.627 4.108 0.474  -0.60
C4 3.185 1.693 0.725  -0.71
N1 2.508 0.450 0.883  -0.12
C5 2.363 -0.451 -0.029  0.20
O3 3.122 -0.477 -1.062  -0.80
C6 1.794 -1.771 0.320  0.17
N2 0.150 -1.289 0.520  0.20
C7 -0.230 -1.053 1.804  -0.08
O4 0.503 -0.551 2.558  -0.71
C8 -1.728 -0.815 2.059  0.65
C9 -2.724 -1.788 1.245  -1.68
C10 -2.880 -1.586 -0.203  0.17
C11 -3.348 -0.333 -0.627  0.36
C12 -2.252 0.720 0.173  0.11
C13 -2.150 0.601 1.481  -1.26
H3 -1.366 1.224 2.170  0.13
H4 -3.131 0.649 2.055  0.32
H5 -1.245 0.560 -0.208  -0.12
H6 -2.471 1.668 -0.406  0.63
C14 -3.651 0.025 -2.051  -1.16
C15 -2.496 0.047 -2.958  -1.46
H7 -1.497 0.320 -2.687  0.24
H8 -2.632 0.263 -3.841  0.80
H9 -2.163 -1.146 -2.952  0.18
H10 -3.892 1.016 -2.171  0.37
H11 -4.373 -0.517 -2.475  0.57
H12 -4.271 -0.090 0.005  0.31
H13 -2.036 -1.734 -0.912  -0.36
H14 -3.665 -2.250 -0.616  0.35
H15 -2.102 -3.098 1.332  0.17
H16 -3.577 -1.936 1.526  0.82
H17 -1.946 -1.039 3.260  0.26
H18 -0.356 -1.713 -0.106  0.00
H19 2.208 -2.104 1.492  0.31
C16 1.665 -2.923 -0.407  0.41
C17 1.417 -2.657 -1.710  -0.71
H20 1.914 -1.718 -2.334  0.16
H21 0.206 -2.233 -1.940  -0.19
H22 1.564 -3.496 -2.658  0.27
C18 3.085 -3.400 -0.637  -1.56
H23 3.737 -2.545 -0.992  0.29
H24 3.426 -3.557 0.418  0.40
H25 3.381 -4.356 -1.333  0.33
H26 1.327 -3.759 -0.070  0.69
H27 1.902 0.214 1.761  0.43
C19 3.790 2.041 2.112  -1.68
H28 4.119 2.937 1.937  0.64
H29 4.434 1.393 2.541  0.48
H30 2.880 2.120 3.048  0.21
H31 3.893 1.416 0.268  1.05
H32 -1.057 3.605 1.001  0.33
H33 -1.139 4.908 -0.006  0.44
H34 0.225 4.666 0.995  0.49

* charge: 0
* HOMO level: -9.22 eV
* LUMO level: 0.558 eV
* relative energy (zero: lowest compared OMol25 entry of this formula, charge and spin): 1851.8 kJ/mol
* E: -1154.2412 Ha
* molar mass: 354.5 g mol⁻¹


Record 3
C22H14BrCuN4O4 | ωB97M-V with the def2-TZVPD basis set

Each line ends with the Löwdin spin population.
Element x y z (Å)
Cu1 0.027 -0.337 -0.328  0.69
O1 -1.103 1.378 6.139  0.00
C1 -0.102 1.770 5.526  0.00
O2 0.863 2.503 5.777  0.00
C2 -0.023 1.163 4.074  0.00
C3 -1.020 0.303 3.622  0.00
C4 -0.939 -0.193 2.340  0.01
N1 0.077 0.161 1.546  0.10
C5 1.072 0.949 1.969  0.01
C6 1.046 1.475 3.241  0.00
C7 2.152 1.092 0.967  0.00
C8 3.241 1.928 1.118  0.00
C9 4.220 1.934 0.137  0.00
C10 4.096 1.095 -0.961  0.00
C11 2.971 0.303 -1.055  0.01
N2 2.017 0.306 -0.121  0.07
C12 -1.846 -1.180 1.714  0.00
C13 -2.999 -1.645 2.317  0.00
C14 -3.751 -2.613 1.674  0.00
C15 -3.328 -3.104 0.448  0.00
C16 -2.180 -2.577 -0.106  0.00
N3 -1.456 -1.629 0.499  0.05
H1 -1.816 0.050 4.313  0.00
H2 1.827 2.114 3.638  0.00
H3 3.323 2.563 1.990  0.00
H4 5.077 2.588 0.234  0.00
H5 4.853 1.057 -1.731  0.00
H6 2.823 -0.360 -1.900  0.00
H7 -3.303 -1.253 3.278  0.00
H8 -4.659 -2.984 2.131  0.00
H9 -3.877 -3.877 -0.071  0.00
H10 -1.823 -2.927 -1.067  0.00
O3 0.131 -0.026 -6.438  0.00
C17 0.054 -0.139 -5.116  0.00
C18 -0.167 -1.345 -4.447  0.00
C19 -0.215 -1.325 -3.080  0.00
N4 -0.061 -0.205 -2.337  0.03
C20 0.144 0.945 -3.003  0.00
Br1 0.323 2.529 -2.007  0.00
C21 0.206 1.028 -4.371  0.00
H11 0.013 -0.876 -6.883  0.00
H12 -0.296 -2.276 -4.984  0.00
H13 -0.378 -2.244 -2.530  0.00
H14 0.365 1.974 -4.870  0.00
O4 -3.328 0.892 -0.787  0.00
C22 -2.253 1.013 -0.498  0.01

* charge: +1
* HOMO level (alpha / beta): -10.15 / -10.15 eV
* LUMO level (alpha / beta): -3.974 / -5.060 eV
* <S²>: 0.753
* E: -5581.0492 Ha
* 2S+1: 2
* molar mass: 541.8 g mol⁻¹


Record 4
C2H6O2S2 | ωB97M-V with the def2-TZVPD basis set

Each line ends with the Mulliken charge.
Element x y z (Å)
C1 -0.949 -0.738 2.311  -0.67
C2 0.382 1.021 -2.076  -0.63
O1 1.887 0.147 -0.080  -0.46
O2 0.352 -1.471 -1.114  -0.45
S1 -0.585 0.735 1.372  -0.09
S2 1.337 -0.411 -1.314  0.74
H1 -0.474 -0.674 3.284  0.28
H2 -0.574 -1.600 1.764  0.23
H3 -2.029 -0.810 2.424  0.28
H4 -0.170 0.651 -2.930  0.31
H5 1.099 1.781 -2.355  0.30
H6 -0.277 1.369 -1.286  0.17

* charge: 0
* HOMO level (alpha / beta): -9.09 / -8.69 eV
* LUMO level (alpha / beta): -2.324 / -1.512 eV
* relative energy (zero: lowest compared OMol25 entry of this formula, charge and spin): 310.4 kJ/mol
* E: -1026.5444 Ha
* molar mass: 126.2 g mol⁻¹


Record 5
C5H8N | ωB97M-V with the def2-TZVPD basis set

Each line ends with the Mulliken charge.
Element x y z (Å)
C1 -0.056 1.770 -0.069  -0.51
C2 1.203 1.322 -0.115  -0.32
C3 -0.590 0.351 0.012  0.68
C4 -1.831 -0.213 0.110  -0.99
C5 1.244 -1.453 -0.058  -0.67
N1 0.585 -0.183 -0.056  0.02
H1 -0.670 2.691 -0.164  0.39
H2 2.230 1.531 -0.150  0.46
H3 -2.496 0.178 -0.651  0.37
H4 -2.235 0.475 0.991  0.30
H5 -1.917 -1.263 0.201  0.35
H6 0.579 -2.139 -0.534  0.34
H7 1.685 -1.751 0.957  0.30
H8 2.270 -1.313 -0.476  0.28

* charge: +1
* HOMO level: -14.35 eV
* LUMO level: -5.247 eV
* relative energy (zero: lowest compared OMol25 entry of this formula, charge and spin): 385.2 kJ/mol
* E: -249.6784 Ha
* molar mass: 82.1 g mol⁻¹


Record 6
C25H26N4O3S2 | ωB97M-V with the def2-TZVPD basis set

Each line ends with the Mulliken charge.
Element x y z (Å)
C1 -0.477 4.984 -4.160  -0.88
H1 -0.321 6.061 -4.146  0.25
O1 -0.622 4.604 -2.812  -0.46
C2 -0.848 3.298 -2.523  0.89
C3 -1.017 2.994 -1.169  -0.93
C4 -1.241 1.699 -0.761  -0.20
C5 -1.300 0.679 -1.706  -1.11
C6 -1.156 0.974 -3.053  -0.29
C7 -0.922 2.274 -3.463  -0.63
H2 -0.813 2.473 -4.516  0.43
H3 -1.235 0.188 -3.789  0.61
N1 -1.531 -0.663 -1.292  0.43
C8 -0.678 -1.659 -1.647  0.56
N2 -0.848 -2.908 -1.366  -0.37
C9 -1.901 -3.239 -0.605  -0.03
C10 -2.795 -2.311 -0.151  0.56
C11 -2.695 -0.923 -0.513  0.28
O2 -3.459 -0.029 -0.231  -0.69
S1 -4.047 -2.966 0.872  -0.20
C12 -3.184 -4.600 0.940  -0.54
H4 -2.710 -4.661 1.920  0.33
C13 -2.159 -4.651 -0.190  -0.58
H5 -2.541 -5.207 -1.051  0.24
H6 -1.224 -5.118 0.121  0.18
H7 -3.943 -5.374 0.863  0.40
S2 0.821 -1.245 -2.469  -0.07
C14 1.796 -2.724 -2.024  -1.09
H8 2.803 -2.532 -2.391  0.44
C15 1.770 -3.023 -0.530  0.89
O3 1.397 -4.108 -0.130  -0.66
N3 2.170 -2.049 0.311  0.21
C16 2.797 -0.788 -0.003  -1.59
H9 2.991 -0.696 -1.070  0.51
C17 1.928 0.387 0.462  0.26
N4 1.635 0.237 1.869  0.13
C18 1.281 1.360 2.620  0.17
C19 1.269 1.278 4.016  -0.30
C20 0.972 2.381 4.788  -0.66
C21 0.691 3.602 4.196  -0.49
C22 0.713 3.699 2.817  -0.82
C23 1.002 2.596 2.034  -0.07
H10 0.991 2.703 0.961  0.48
H11 0.495 4.642 2.338  0.38
H12 0.459 4.464 4.802  0.39
H13 0.969 2.290 5.865  0.37
H14 1.511 0.345 4.502  0.44
C24 0.981 -1.026 2.145  -0.36
H15 0.745 -1.104 3.205  0.54
C25 1.900 -2.175 1.729  -1.09
H16 1.426 -3.142 1.902  0.49
H17 2.840 -2.121 2.287  0.30
H18 0.037 -1.107 1.578  -0.01
H19 2.492 1.308 0.309  0.78
H20 1.014 0.428 -0.152  -0.48
H21 3.753 -0.749 0.534  0.38
H22 1.366 -3.582 -2.539  0.51
H23 -1.383 1.479 0.285  0.60
H24 -0.975 3.798 -0.453  0.51
H25 0.388 4.499 -4.623  0.34
H26 -1.377 4.757 -4.740  0.35

* SMILES string: COc1ccc(-n2c(SCC(=O)N3CCN(c4ccccc4)CC3)nc3c(c2=O)SCC3)cc1
* charge: 0
* HOMO level: -7.60 eV
* LUMO level: 0.355 eV
* relative energy (zero: lowest compared OMol25 entry of this formula, charge and spin): 0.0 kJ/mol
* E: -2209.4101 Ha
* molar mass: 494.6 g mol⁻¹